1.
This record from the Open Molecules 2025 dataset describes a single C4H6N2O molecule. The level of theory is wB97M-V/def2-TZVPD.

Output
E_LUMO   0.93 eV
Net charge   0
SMILES   Nc1cc[nH]c1O
Highest occupied orbital energy   -7.8 eV
Electronic energy   -9271.039 eV
Relative energy (zero: lowest compared OMol25 entry of this formula, charge and spin)   56.79 kcal/mol
Maximum force   2.53 eV/A
Gap between HOMO and LUMO   8.77 eV

Each line ends with the natural charge from an NBO analysis.
Positions of all 13 atoms, in Å:
N (1.162, 1.282, -1.059)  -0.8546
C (0.515, 0.240, -0.317)  -0.0518
C (0.936, -1.013, 0.268)  -0.4231
C (-0.207, -1.538, 0.838)  -0.0111
N (-1.274, -0.719, 0.638)  -0.5408
C (-0.829, 0.347, -0.097)  0.4268
O (-1.661, 1.320, -0.498)  -0.6677
H (1.602, 0.915, -1.899)  0.3703
H (1.898, 1.723, -0.515)  0.3673
H (1.403, -1.166, 1.251)  0.2491
H (-0.280, -2.476, 1.374)  0.2096
H (-2.208, -0.840, 0.989)  0.4183
H (-1.057, 1.924, -0.972)  0.5076

2.
This record from the Open Molecules 2025 dataset describes a single C4H6N2O molecule. The level of theory is wB97M-V/def2-TZVPD.

Output
E_LUMO   0.82 eV
Net charge   0
SMILES   Cc1c[nH]c(O)n1
Highest occupied orbital energy   -8.2 eV
Electronic energy   -9272.970 eV
Relative energy (zero: lowest compared OMol25 entry of this formula, charge and spin)   12.27 kcal/mol
Maximum force   0.68 eV/A
Gap between HOMO and LUMO   9.00 eV

Each line ends with the natural charge from an NBO analysis.
Positions of all 13 atoms, in Å:
C (-1.938, -0.409, -0.657)  -0.6444
C (-0.465, -0.282, -0.366)  0.1073
C (0.455, 0.459, -1.030)  -0.1335
N (1.571, 0.565, -0.193)  -0.5621
C (1.210, -0.090, 0.946)  0.6312
O (2.009, -0.053, 2.029)  -0.6639
N (0.045, -0.667, 0.877)  -0.5427
H (-2.351, -0.964, 0.189)  0.2334
H (-2.261, -0.867, -1.605)  0.2205
H (-2.398, 0.597, -0.696)  0.2174
H (0.360, 0.928, -1.995)  0.2146
H (2.222, 1.339, -0.215)  0.4194
H (1.539, -0.556, 2.714)  0.5029

3.
This record from the Open Molecules 2025 dataset describes a molecular structure, C4H6N2O. The level of theory is wB97M-V/def2-TZVPD.

Output
E_LUMO   0.79 eV
Net charge   0
Highest occupied orbital energy   -8.0 eV
Electronic energy   -9267.168 eV
Relative energy (zero: lowest compared OMol25 entry of this formula, charge and spin)   146.06 kcal/mol
Maximum force   6.73 eV/A
Gap between HOMO and LUMO   8.82 eV

Each line ends with the natural charge from an NBO analysis.
Positions of all 13 atoms, in Å:
C (-1.015, -1.683, 0.553)  -0.2641
C (0.102, 0.184, 0.007)  0.3138
C (1.281, -0.550, -0.044)  -0.0955
C (2.408, -1.059, -0.280)  -0.1903
H (-0.869, -1.835, 1.741)  0.1706
H (-2.005, -2.174, 0.386)  0.1959
H (-0.067, -2.254, -0.056)  0.2022
H (-1.932, 1.400, -0.240)  0.3444
H (-0.827, 3.019, 0.235)  0.3840
H (3.281, -1.614, -0.672)  0.2551
N (0.182, 1.476, -0.187)  -0.2035
N (-0.906, 2.162, -0.355)  -0.6010
O (-1.147, -0.420, 0.123)  -0.5116

4.
This record from the Open Molecules 2025 dataset describes 2 unconnected molecules or ions with the total composition C4H6N2O. The level of theory is wB97M-V/def2-TZVPD.

Output
E_LUMO   -0.14 eV
Net charge   0
Highest occupied orbital energy   -8.1 eV
Electronic energy   -9269.235 eV
Relative energy (zero: lowest compared OMol25 entry of this formula, charge and spin)   98.40 kcal/mol
Maximum force   3.82 eV/A
Gap between HOMO and LUMO   8.01 eV

Each line ends with the natural charge from an NBO analysis.
Positions of all 13 atoms, in Å:
C (-2.702, -0.146, -0.106)  0.2275
C (-0.697, 1.262, 0.286)  -0.3047
C (-1.743, 0.772, -0.520)  -0.4897
C (0.913, -0.187, 0.266)  0.4654
N (-3.463, -0.898, 0.273)  -0.3530
N (0.413, -1.248, -0.316)  -0.7918
O (2.196, 0.085, -0.055)  -0.6829
H (-0.100, 2.009, -0.268)  0.2278
H (-0.813, 1.180, 1.366)  0.2345
H (-1.651, 0.915, -1.706)  0.2250
H (0.817, -1.728, -1.136)  0.3649
H (-0.596, -1.317, -0.363)  0.4189
H (2.537, -0.300, -0.873)  0.4582

5.
This record from the Open Molecules 2025 dataset describes a single C4H6N2O molecule. The level of theory is wB97M-V/def2-TZVPD.

Output
E_LUMO   0.87 eV
Net charge   0
SMILES   Nc1c[nH]c(O)c1
Highest occupied orbital energy   -7.5 eV
Electronic energy   -9272.508 eV
Relative energy (zero: lowest compared OMol25 entry of this formula, charge and spin)   22.91 kcal/mol
Maximum force   0.40 eV/A
Gap between HOMO and LUMO   8.34 eV

Each line ends with the natural charge from an NBO analysis.
Positions of all 13 atoms, in Å:
N (-2.118, 0.745, -0.382)  -0.8303
C (-0.863, 0.139, -0.140)  0.0972
C (-0.481, -1.176, -0.221)  -0.1575
N (0.895, -1.224, -0.010)  -0.5364
C (1.343, 0.034, 0.225)  0.4504
O (2.663, 0.224, 0.465)  -0.6660
C (0.302, 0.916, 0.151)  -0.4309
H (-2.759, 0.168, -0.911)  0.3699
H (-2.554, 1.097, 0.464)  0.3700
H (-1.042, -2.048, -0.528)  0.2082
H (1.472, -2.043, 0.086)  0.4164
H (2.773, 1.174, 0.597)  0.4889
H (0.364, 1.995, 0.194)  0.2200

6.
This record from the Open Molecules 2025 dataset describes a molecular structure, C4H6N2O. The level of theory is wB97M-V/def2-TZVPD.

Output
E_LUMO   0.65 eV
Net charge   0
Highest occupied orbital energy   -7.9 eV
Electronic energy   -9267.968 eV
Relative energy (zero: lowest compared OMol25 entry of this formula, charge and spin)   127.61 kcal/mol
Maximum force   0.36 eV/A
Gap between HOMO and LUMO   8.55 eV

Each line ends with the natural charge from an NBO analysis.
Positions of all 13 atoms, in Å:
N (1.339, -1.042, -0.730)  -0.7797
C (0.427, -0.302, -0.040)  0.5605
C (-0.992, -0.744, 0.143)  -0.2936
C (-1.501, 0.263, 0.850)  -0.2060
C (-0.388, 1.318, 1.059)  0.0951
O (0.023, 1.326, -0.741)  -0.7823
N (0.757, 0.408, 1.121)  -0.6697
H (1.000, -1.485, -1.573)  0.3929
H (2.251, -0.623, -0.850)  0.3943
H (-1.420, -1.654, -0.266)  0.2270
H (-2.513, 0.385, 1.217)  0.2205
H (-0.783, 1.332, -1.266)  0.4667
H (1.625, 0.926, 1.023)  0.3743

7.
This record from the Open Molecules 2025 dataset describes a single C4H6N2O molecule. The level of theory is wB97M-V/def2-TZVPD.

Output
E_LUMO   0.59 eV
Net charge   0
SMILES   NC1=C[C@@H](O)N=C1
Highest occupied orbital energy   -8.7 eV
Electronic energy   -9271.535 eV
Relative energy (zero: lowest compared OMol25 entry of this formula, charge and spin)   45.36 kcal/mol
Maximum force   4.85 eV/A
Gap between HOMO and LUMO   9.33 eV

Each line ends with the natural charge from an NBO analysis.
Positions of all 13 atoms, in Å:
N (0.723, 2.066, 0.426)  -0.7920
C (0.201, 0.816, 0.170)  0.1276
C (0.394, -0.039, -0.853)  -0.3465
C (-0.512, -1.175, -0.622)  0.1774
O (-0.110, -2.479, -0.880)  -0.6723
N (-1.210, -0.960, 0.637)  -0.3662
C (-0.802, 0.190, 1.041)  0.0206
H (0.743, 2.330, 1.402)  0.3799
H (1.601, 2.282, -0.022)  0.3846
H (1.045, 0.064, -1.710)  0.2253
H (-1.572, -1.163, -1.204)  0.2093
H (0.676, -2.561, -0.349)  0.4618
H (-1.176, 0.629, 1.963)  0.1904

8.
This record from the Open Molecules 2025 dataset describes a single C4H6N2O molecule. The level of theory is wB97M-V/def2-TZVPD.

Output
E_LUMO   0.77 eV
Net charge   0
Highest occupied orbital energy   -7.9 eV
Electronic energy   -9270.136 eV
Relative energy (zero: lowest compared OMol25 entry of this formula, charge and spin)   77.62 kcal/mol
Maximum force   0.33 eV/A
Gap between HOMO and LUMO   8.70 eV

Each line ends with the natural charge from an NBO analysis.
Positions of all 13 atoms, in Å:
N (-1.454, 1.261, 0.558)  -0.7491
C (-1.141, 0.098, 0.012)  0.1369
C (-0.025, 0.125, -0.914)  0.2736
O (-0.243, 0.757, -2.097)  -0.6525
C (1.154, -0.514, -0.693)  -0.4382
C (1.253, -1.160, 0.578)  0.1151
N (0.337, -0.933, 1.459)  -0.6707
H (-2.279, 1.335, 1.139)  0.3868
H (-0.780, 2.012, 0.687)  0.3657
H (-1.178, 0.996, -2.161)  0.4847
H (1.913, -0.587, -1.462)  0.2262
H (2.080, -1.859, 0.746)  0.1681
H (0.419, -1.546, 2.270)  0.3534

9.
This record from the Open Molecules 2025 dataset describes 2 unconnected molecules or ions with the total composition C4H6N2O. The level of theory is wB97M-V/def2-TZVPD.

Output
E_LUMO   0.53 eV
Net charge   0
SMILES   OC1=CN1.CC#N
Highest occupied orbital energy   -8.2 eV
Electronic energy   -9268.924 eV
Relative energy (zero: lowest compared OMol25 entry of this formula, charge and spin)   105.56 kcal/mol
Maximum force   1.14 eV/A
Gap between HOMO and LUMO   8.78 eV

Each line ends with the natural charge from an NBO analysis.
Positions of all 13 atoms, in Å:
O (2.095, -1.806, 1.975)  -0.6351
C (1.311, -0.945, 1.342)  0.4333
C (1.000, 0.175, 0.816)  -0.2296
N (-0.027, -1.025, 0.822)  -0.6404
H (2.931, -1.357, 2.165)  0.4985
H (1.033, 1.183, 0.449)  0.2555
H (-0.681, -0.878, 1.602)  0.3195
C (-1.384, 0.373, -1.798)  -0.7352
C (-1.175, 1.568, -0.985)  0.3081
N (-0.993, 2.506, -0.332)  -0.3634
H (-2.253, 0.499, -2.450)  0.2508
H (-1.504, -0.494, -1.141)  0.2829
H (-0.498, 0.202, -2.416)  0.2551